Below is a molecular structure, C48H42BiN5O2P2SiTe, with properties calculated with ωB97M-V/def2-TZVPD.

Output
energy relative to the best compared isomer or geometry (same formula, charge and spin): 8.2 kJ/mol
M: 1147.51 g/mol
spin multiplicity: 1
DFT total energy: -101591.4084 eV
HOMO level: -0.21026 Eh

Cartesian coordinates (Å):
Bi1 -0.157 -1.122 -0.927
Te1 3.834 -2.530 -1.635
C1 5.799 -2.538 -0.867
C2 6.834 -1.936 -1.568
C3 8.103 -1.917 -1.006
N1 8.400 -2.444 0.179
C4 7.396 -3.027 0.838
C5 6.097 -3.102 0.366
C6 2.930 -2.309 0.276
P1 2.560 -0.532 0.401
C7 4.190 0.303 0.287
C8 4.385 1.205 -0.755
C9 5.603 1.853 -0.919
C10 6.644 1.595 -0.041
C11 6.465 0.688 0.996
C12 5.246 0.048 1.158
C13 2.141 -0.304 2.178
C14 2.747 -1.037 3.200
C15 2.378 -0.850 4.523
C16 1.394 0.076 4.844
C17 0.778 0.805 3.836
C18 1.146 0.611 2.511
P2 1.282 -2.917 0.290
C19 0.871 -3.159 2.050
C20 1.764 -3.849 2.869
C21 1.474 -4.047 4.210
C22 0.295 -3.541 4.747
C23 -0.591 -2.846 3.938
C24 -0.305 -2.661 2.593
C25 1.027 -4.552 -0.467
C26 1.047 -5.726 0.281
C27 0.848 -6.954 -0.334
C28 0.617 -7.020 -1.699
C29 0.583 -5.853 -2.450
C30 0.783 -4.627 -1.837
H1 6.662 -1.453 -2.523
H2 8.921 -1.439 -1.535
H3 7.647 -3.457 1.803
H4 5.314 -3.559 0.960
H5 3.580 1.364 -1.464
H6 5.744 2.541 -1.744
H7 7.601 2.085 -0.172
H8 7.285 0.463 1.667
H9 5.124 -0.672 1.954
H10 3.483 -1.792 2.944
H11 2.848 -1.437 5.303
H12 1.101 0.218 5.877
H13 0.000 1.517 4.081
H14 0.637 1.152 1.719
H15 2.700 -4.201 2.450
H16 2.172 -4.584 4.839
H17 0.072 -3.686 5.796
H18 -1.506 -2.443 4.356
H19 -0.987 -2.110 1.954
H20 1.207 -5.694 1.350
H21 0.864 -7.857 0.262
H22 0.454 -7.978 -2.176
H23 0.390 -5.893 -3.514
H24 0.734 -3.716 -2.424
C31 -3.192 5.551 -0.720
N2 -3.134 4.168 -0.240
C32 -4.183 3.583 0.417
C33 -4.102 2.328 0.896
C34 -2.868 1.623 0.694
N3 -1.854 2.221 0.047
C35 -1.999 3.434 -0.400
O1 -1.032 4.036 -1.029
N4 -2.653 0.409 1.155
H25 -4.162 5.959 -0.452
H26 -3.070 5.576 -1.800
H27 -2.403 6.136 -0.254
H28 -5.071 4.190 0.516
H29 -4.940 1.870 1.399
H30 -3.430 -0.114 1.528
H31 -1.902 -0.143 0.692
C36 2.443 5.786 -4.659
C37 3.243 4.978 -3.863
C38 2.691 4.305 -2.784
C39 1.334 4.431 -2.474
C40 0.545 5.248 -3.287
C41 1.094 5.919 -4.371
Si1 0.629 3.518 -1.024
C42 1.292 4.093 0.612
C43 0.464 4.215 1.731
C44 0.962 4.657 2.947
C45 2.307 4.971 3.071
C46 3.147 4.847 1.976
C47 2.641 4.420 0.757
H32 2.872 6.308 -5.504
H33 4.295 4.865 -4.087
H34 3.334 3.666 -2.188
H35 -0.511 5.362 -3.079
H36 0.466 6.544 -4.993
H37 0.652 2.057 -1.202
H38 -0.586 3.948 1.677
H39 0.304 4.741 3.802
H40 2.701 5.305 4.022
H41 4.199 5.083 2.067
H42 3.320 4.343 -0.084
O2 -3.203 -4.418 -0.234
C48 -2.552 -3.475 -0.556
N5 -1.929 -2.520 -0.895

***

Below is C4H8N2O3 in the gas phase in a non-equilibrium geometry, with properties calculated with ωB97M-V/def2-TZVPD.

Output
energy relative to the best compared isomer or geometry (same formula, charge and spin): 426.2 kJ/mol
M: 132.12 g/mol
SMILES string: C=C(OC)ONC(N)=O
spin multiplicity: 1
DFT total energy: -13397.2707 eV
HOMO level: -0.32749 Eh

Cartesian coordinates (Å):
C1 -1.880 1.837 -0.140
C2 -0.891 0.975 -0.408
O1 -0.980 -0.392 -0.433
C3 -1.698 -1.048 0.633
O2 0.389 1.417 -0.956
N1 1.416 0.441 -1.022
C4 1.959 0.017 0.147
N2 2.857 -1.046 -0.100
O3 1.775 0.463 1.265
H1 -1.871 2.834 -0.483
H2 -2.733 1.543 0.421
H3 -1.347 -2.183 0.538
H4 -2.805 -0.901 0.518
H5 -1.318 -0.676 1.690
H6 0.944 -0.325 -1.482
H7 2.819 -1.701 -0.923
H8 3.366 -1.255 0.736